*P*
{"formula": "C2H3F2NO2", "method": "the ωB97M-V functional and the def2-TZVPD basis", "smiles": "O=C(NO)C(F)F", "homo_lumo_gap_ev": 9.64, "symbols": ["O", "F", "O", "H", "C", "H", "C", "H", "F", "N"], "xyz": [[0.2064, 0.8925, -1.2194], [-1.8954, -1.0108, 0.8169], [1.9758, 0.2888, 0.7466], [0.3698, 0.1355, 1.8450], [-1.7086, 0.2114, 0.2152], [2.5298, -0.3433, 0.1894], [-0.3050, 0.3668, -0.3321], [-1.5987, 0.9628, 1.0283], [-2.5951, 0.3867, -0.8049], [0.7376, -0.2808, 1.0010]], "lowdin_charge": [0.20, 0.07, -0.14, 0.07, -0.32, 0.13, -0.23, 0.17, 0.09, -0.04]}

***

*Q*
{"formula": "C2H3F2NO2", "method": "the ωB97M-V functional and the def2-TZVPD basis", "homo_lumo_gap_ev": 10.05, "symbols": ["F", "O", "C", "F", "O", "H", "H", "N", "C", "H"], "xyz": [[-0.9675, 0.7534, -0.1349], [-1.0943, -1.5330, 0.4521], [1.7933, 1.3735, -1.0783], [-1.0841, 0.2873, 1.8415], [2.0638, 2.4623, -0.7879], [-1.0479, -1.8690, 1.3363], [0.9337, -0.4655, -1.3585], [1.6796, 0.2150, -1.3889], [-0.2969, 0.0098, 0.8245], [-1.9799, -1.2337, 0.2942]], "lowdin_charge": [-0.04, 0.07, -0.44, 0.02, 0.15, 0.10, 0.06, 0.18, -0.20, 0.10]}

***

Which structure is most stable, and how do the rest compare? From most to least stable: *Q*, *P*.

***

*P*
{"formula": "C5H8IN2", "method": "the ωB97M-V functional and the def2-TZVPD basis", "charge": 1, "homo_lumo_gap_ev": [7.27, 6.40], "symbols": ["H", "H", "C", "N", "H", "I", "C", "H", "C", "H", "H", "N", "H", "C", "C", "H"], "xyz": [[1.6879, -2.2480, 1.4320], [-0.9544, 2.9883, 1.1824], [-0.7893, 0.4478, -0.2997], [-0.2656, 1.5311, 0.1261], [-1.9031, 2.7182, -0.4118], [3.8752, 0.2708, 0.0161], [-0.1749, -0.7856, -0.1024], [-1.7319, 0.3966, -0.6995], [1.9648, -0.1890, -0.7375], [-0.7415, -1.6104, -0.1825], [2.4318, -2.5893, -0.3136], [1.1455, -1.0338, -0.1633], [-0.2597, 3.5017, -0.3625], [1.6179, -2.3259, 0.3542], [-0.9797, 2.7340, 0.0715], [0.9002, -3.0959, 0.2497]], "lowdin_charge": [0.12, 0.14, -0.13, 0.03, 0.07, 0.96, 0.01, 0.11, -0.41, 0.11, 0.10, -0.24, 0.13, 0.00, -0.09, 0.09]}

***

*Q*
{"formula": "C5H8IN2", "method": "the ωB97M-V functional and the def2-TZVPD basis", "charge": 1, "homo_lumo_gap_ev": [7.41, 7.41], "symbols": ["H", "H", "H", "H", "H", "C", "C", "I", "N", "H", "H", "C", "H", "C", "N", "C"], "xyz": [[-0.9685, -2.7141, 0.0766], [-1.7946, 2.9554, 0.1472], [0.7322, 2.3140, 0.0111], [2.3667, -0.3494, 0.4962], [0.2386, -1.8471, 1.2655], [-0.0643, -1.9881, 0.2437], [0.0399, 1.5795, 0.1242], [-3.8480, -0.3705, -0.1566], [-0.3711, -0.6514, -0.2126], [2.2278, 1.1463, -0.3136], [0.8136, -2.3786, -0.2865], [1.8298, 0.0798, -0.2750], [1.9289, -0.7500, -0.9992], [-2.1808, 0.8012, -0.0622], [0.4455, 0.3255, -0.0906], [-1.3955, 1.8474, 0.0316]], "lowdin_charge": [0.13, 0.19, 0.09, 0.08, 0.09, -0.06, -0.03, 1.04, -0.03, 0.14, 0.08, 0.02, 0.13, -0.52, -0.23, -0.12]}

***

Which structure is most stable, and how do the rest compare? From most to least stable: *P*, *Q*.

***

*P*
{"formula": "C10H10S", "method": "the ωB97M-V functional and the def2-TZVPD basis", "homo_lumo_gap_ev": [7.50, 7.49], "symbols": ["H", "H", "C", "C", "H", "C", "C", "H", "C", "C", "C", "S", "H", "H", "H", "C", "H", "C", "H", "C", "H"], "xyz": [[-0.4411, -2.0248, 1.0471], [-2.2384, -0.5537, 1.6169], [-1.6342, -0.0178, -0.3905], [1.2752, 1.1480, -1.2672], [1.5137, -1.1043, -1.5642], [-1.2211, 1.4702, -0.6010], [-1.2833, -0.2579, 1.0270], [0.2952, -1.1942, 2.2931], [1.2544, -0.7357, 0.4319], [0.0402, -1.1091, 1.2547], [-1.0463, 1.1345, 1.5390], [-0.6957, 1.8542, 2.8530], [2.0263, -1.4045, 0.5637], [-0.6107, -0.9497, -2.2989], [1.8339, 1.4910, -2.2097], [-0.5100, -0.2863, -1.4429], [1.7746, 0.2644, 0.9267], [-0.1954, 1.1986, -1.4020], [1.5242, 1.7502, -0.4957], [1.0208, -0.3349, -1.0417], [-2.6821, -0.3382, -0.8393]], "lowdin_charge": [0.10, 0.18, -0.24, -0.07, 0.12, 0.08, -0.33, 0.10, -0.13, -0.13, -0.66, 0.78, 0.08, 0.13, 0.15, -0.13, 0.16, -0.20, 0.07, -0.22, 0.17]}

***

*Q*
{"formula": "C10H10S", "method": "the ωB97M-V functional and the def2-TZVPD basis", "homo_lumo_gap_ev": [7.82, 8.09], "symbols": ["H", "S", "H", "C", "C", "H", "C", "H", "H", "H", "C", "C", "C", "H", "H", "C", "H", "C", "H", "C", "C"], "xyz": [[-0.8785, -1.2379, 2.7584], [0.5084, -1.8371, 1.1917], [0.0666, 1.3678, 3.3720], [-2.2182, 1.2746, 1.1616], [0.6563, 0.0580, -2.4842], [-2.0574, 2.3416, 0.8730], [1.5825, -2.1036, -2.6468], [1.8697, -3.1649, -0.9009], [-2.7016, 0.6749, 0.4393], [1.5149, -0.5916, -4.2205], [1.3820, -2.3790, -1.2975], [-0.9556, 0.6889, 1.4776], [-0.5169, -0.5432, 2.0766], [0.5194, 1.0953, -2.9917], [1.2554, 0.8231, 1.9885], [0.5794, -0.2262, -1.1712], [-2.8332, 1.4358, 2.0910], [1.2561, -0.9373, -3.2259], [2.2224, -2.7177, -3.1882], [0.8877, -1.3402, -0.4895], [0.1756, 0.7245, 2.5078]], "lowdin_charge": [0.05, 0.95, 0.09, -0.08, -0.11, 0.09, -0.10, 0.06, 0.07, 0.11, -0.10, -0.24, -0.52, 0.14, 0.14, 0.02, 0.11, -0.13, 0.09, -0.54, -0.10]}

***

Which structure is most stable, and how do the rest compare? From most to least stable: *Q*, *P*.